(A)
Computed, not measured: 9 unconnected molecules or ions with the total composition C5H28N2O9, with ωB97M-V with the def2-TZVPD basis set.

The geometry in ORCA input format:
```
! wB97M-V def2-TZVPD RIJCOSX def2/J DEFGRID3
* xyz 0 1
C 0.7326 -2.7982 1.2863
C -0.5462 -3.6019 0.8734
C 1.3862 -2.2176 0.0602
N 0.7768 -0.8851 -0.1515
C 0.9174 -0.4109 -1.5375
C 0.1688 0.8812 -1.6871
N 0.6621 1.8332 -0.7747
O -0.7655 1.0753 -2.4449
H 1.4987 -3.4231 1.7465
H 0.3840 -2.1090 2.0297
H -1.4138 -3.2175 1.4211
H -0.8758 -3.3450 -0.1380
H -0.3469 -4.6601 1.0104
H 1.5197 -2.8515 -0.8290
H 2.4444 -1.9272 0.1885
H -0.2323 -0.9000 -0.0225
H 0.4770 -1.1281 -2.2426
H 1.9828 -0.3101 -1.7683
H 1.0028 1.4372 0.1021
H -0.0807 2.4803 -0.5070
H 1.7932 3.0744 -1.6663
H 2.7580 4.2712 -1.3753
O 2.6879 3.4306 -1.8332
H -3.5521 3.4214 -0.1931
H -2.5108 2.4475 0.4275
O -3.4491 2.6089 0.3128
H 2.7853 1.8130 2.3520
H 1.6030 1.4336 3.1886
O 1.8954 1.4492 2.2706
H -1.6597 2.6275 -1.6430
H -0.9741 3.7916 -2.2388
O -1.4598 3.5559 -1.4382
H -1.2719 -0.4454 -3.8071
H -0.0018 0.0914 -4.3560
O -0.6526 -0.5936 -4.5288
H -2.4790 -1.6607 -1.6570
H -3.0242 -0.5654 -0.6400
O -2.2687 -0.8741 -1.1479
H 1.5242 -1.1605 4.6010
H 0.1773 -1.4407 4.0174
O 1.0794 -1.7948 4.0292
H -0.8339 -0.4618 2.4367
H -1.2120 0.9177 3.1112
O -0.6461 0.1410 3.1627
*
```

## Properties
Kohn-Sham gap ... 9.083 eV
Molecular weight ... 260.3 g mol⁻¹
SMILES string ... CCCNCC(N)=O.O.O.O.O.O.O.O.O

(B)
Computed, not measured: 10 unconnected molecules or ions with the total composition C5H28N2O9, with ωB97M-V with the def2-TZVPD basis set.

The geometry in ORCA input format:
```
! wB97M-V def2-TZVPD RIJCOSX def2/J DEFGRID3
* xyz 0 1
C 1.6994 3.7413 -0.9623
O 2.1987 3.0248 -1.8227
C -1.2865 1.3708 -1.6552
C -0.2887 0.6697 -0.7809
C -0.4192 -0.8029 -0.5956
C -1.4994 -1.4021 0.0332
N -1.2923 -2.6929 0.6679
N 0.6969 -1.5868 -0.7230
H 1.9900 3.5483 0.0273
H 0.8078 4.3868 -1.1653
H -0.9982 0.9780 -2.6228
H -1.0025 2.3235 -1.9458
H 0.7091 0.8581 -1.2484
H -0.1406 1.1220 0.2725
H -2.4439 -0.8263 0.1505
H -1.0752 -3.4779 -0.0496
H -2.2767 -3.0851 0.9406
H 0.8840 -2.4236 -0.0823
H -2.4217 1.2936 -1.5629
H 1.5476 -1.0478 -0.9653
H 0.4743 1.1341 2.7761
H 0.4491 2.2808 3.9958
O 0.0988 1.8790 3.1406
H -2.7478 -1.4498 -2.9005
H -1.4325 -1.3409 -3.4589
O -2.1907 -0.7637 -3.2681
H -0.1818 3.0169 1.8840
H -1.3347 3.4240 0.8733
O -0.4079 3.6207 1.1133
H 3.5167 0.1774 -1.8115
H 4.0774 -0.6488 -0.6195
O 3.3775 -0.4404 -1.1001
H 0.7870 -3.4504 2.5405
H -0.2449 -2.5867 1.9624
O 0.4759 -2.5172 2.5735
H 0.8140 -0.9118 2.4272
H 1.5597 -0.0938 1.3490
O 1.2422 -0.0787 2.1966
H -2.3540 0.2625 3.5552
H -1.5882 -1.0201 3.2746
O -2.0874 -0.3944 2.8207
H -0.1098 -2.3026 -2.2314
H 0.1049 -2.9691 -3.5830
O -0.5115 -2.9143 -2.8578
*
```

## Properties
Kohn-Sham gap ... 7.642 eV
Molecular weight ... 260.3 g mol⁻¹
SMILES string ... CC/C(N)=C/N.C=O.O.O.O.O.O.O.O.O

(C)
Computed, not measured: 9 unconnected molecules or ions with the total composition C5H28N2O9, with ωB97M-V with the def2-TZVPD basis set.

The geometry in ORCA input format:
```
! wB97M-V def2-TZVPD RIJCOSX def2/J DEFGRID3
* xyz 0 1
C -0.6221 1.9412 -1.7829
O -0.4698 3.2364 -1.2775
C 0.6570 1.1240 -1.8004
C 1.6647 1.1910 -0.6593
C 1.1420 0.4875 0.5973
N 1.0870 -2.9201 1.6466
C 1.0886 -1.5702 1.6249
N 1.3183 -0.9638 0.5076
H -1.1869 1.8221 -2.7092
H -1.3828 1.4547 -1.1107
H 0.2969 3.6385 -1.7069
H 0.2975 0.0451 -1.9460
H 1.2479 1.3828 -2.6809
H 2.5538 0.6409 -1.0254
H 2.0615 2.2019 -0.4662
H 0.1442 0.8643 0.8471
H 1.7356 0.9547 1.4070
H 1.4237 -3.4590 0.8343
H 1.1140 -3.5270 2.4489
H 0.9592 -1.0760 2.5726
H -2.1463 1.8394 0.8378
H -3.4012 1.3309 1.5199
O -2.7051 1.0221 0.9206
H -0.3736 2.5430 1.8506
H -0.8378 3.5228 0.8099
O -1.1364 3.1004 1.6331
H -2.2281 -0.5900 1.6074
H -1.4591 -1.8516 1.8830
O -2.3575 -1.5600 1.6908
H -2.4904 -1.2321 -2.5262
H -1.8800 -0.9512 -3.9064
O -1.6207 -0.9635 -2.9736
H 2.5571 -1.3772 -1.0108
H 1.9367 -1.5344 -2.4020
O 2.6645 -1.8644 -1.8615
H 1.6618 -4.0723 -1.2732
H 2.7863 -3.1785 -0.8246
O 2.3788 -4.0862 -0.6305
H 0.7479 1.0526 4.4448
H 1.8785 1.9799 4.0010
O 1.0324 1.6092 3.7128
H -3.2166 0.0370 -0.8749
H -3.4894 -1.4572 -0.6274
O -3.4321 -0.7878 -1.3216
*
```

## Properties
Kohn-Sham gap ... 9.030 eV
Molecular weight ... 260.3 g mol⁻¹
SMILES string ... N/C=N/CCCCO.O.O.O.O.O.O.O.O

Stability verdict: (C), ahead by 6.5 kcal/mol